C5H8O3Tl as an isolated structure in a non-equilibrium geometry. Source: the OMol25 dataset; level of theory: ωB97M-V/def2-TZVPD.

Element x y z (Å)
1 C 1.7057 0.9913 1.6615
2 H 1.6383 1.7437 2.4675
3 O 0.3742 1.1871 0.9984
4 C 0.1534 0.8038 -0.2590
5 O -1.5714 0.9302 -0.7812
6 H -1.3240 0.7290 -2.7756
7 O 1.0470 0.2563 -0.9347
8 C 1.6591 -0.3813 2.3259
9 H 2.4841 -0.4618 3.0531
10 H -2.5859 -1.3772 -0.9888
11 H 1.7870 -1.2072 1.6035
12 Tl 3.1138 0.5908 -0.2235
13 H -3.2501 -1.1439 -2.6333
14 C -2.0453 0.4870 -1.9682
15 C -2.3671 -0.9863 -1.9935
16 H 0.7159 -0.5916 2.8766
17 H -1.5346 -1.5700 -2.4290

Output
highest occupied orbital energy (spin up / spin down)	-1.765 / -1.771	eV
energy	-593.36706	hartree
maximum force	2.4	eV Å⁻¹
LUMO energy (spin up / spin down)	2.8 / 2.8	eV
charge	-1
orbital gap (spin up / spin down)	4.564 / 4.570	eV
relative energy (zero: lowest compared OMol25 entry of this formula, charge and spin)	4.4	kcal per mole